(1)
Entry from the Open Molecules 2025 dataset: C24H22LuN7S as an isolated structure (the ωB97M-V functional and the def2-TZVPD basis).

Values from the calculation:
Kohn-Sham gap (alpha / beta) = 6.90 / 6.90 eV
Total charge = +2
LUMO level (alpha / beta) = -6.639 / -6.639 eV
E = -80121.8664 eV

CARTESIAN COORDINATES (ANGSTROEM)
Lu (0.3359, 0.2651, 0.1718)
C (-2.1816, 3.0677, 0.1057)
C (-2.5071, 2.0805, -0.9547)
C (-3.6448, 2.3368, -1.8152)
C (-3.9509, 1.4824, -2.8827)
C (-3.0861, 0.4205, -3.1122)
C (-1.9637, 0.2353, -2.2940)
N (-1.6907, 1.0009, -1.2105)
C (-0.8728, -0.6417, -2.7238)
C (-0.9339, -1.2770, -3.9766)
C (0.1402, -2.1075, -4.3887)
C (1.2052, -2.3195, -3.4888)
C (1.2231, -1.6524, -2.2711)
N (0.1782, -0.9216, -1.8607)
C (2.2815, -1.8175, -1.2761)
C (3.4830, -2.3804, -1.7132)
C (4.4474, -2.6682, -0.7475)
C (4.2312, -2.2526, 0.5735)
C (3.0274, -1.7197, 0.9450)
C (2.7591, -1.5030, 2.4003)
N (2.1279, -1.2583, -0.0074)
H (-1.9683, 4.0553, -0.2568)
H (-1.3071, 2.7158, 0.6290)
H (-2.9558, 3.1869, 0.8398)
H (-4.1695, 3.2832, -1.5736)
H (-4.9042, 1.6199, -3.4278)
H (-3.3566, -0.3832, -3.8026)
H (-1.8000, -1.0750, -4.5408)
H (0.0383, -2.5502, -5.3822)
H (1.8918, -3.1268, -3.6858)
H (3.6384, -2.7411, -2.7286)
H (5.3387, -3.2918, -1.0332)
H (4.9530, -2.4192, 1.3683)
H (2.7339, -2.4578, 2.9719)
H (1.7640, -1.0487, 2.5419)
H (3.5186, -0.8648, 2.8227)
N (2.5942, 4.1871, 0.8235)
C (1.9342, 3.0242, 0.8278)
S (1.9136, 2.1212, -0.6835)
N (1.3312, 2.8121, 1.9784)
N (0.6926, 1.5794, 1.9585)
C (-0.0708, 1.3386, 3.0510)
C (-1.0103, 0.2786, 3.0457)
C (-1.9074, 0.1445, 4.1297)
C (-2.7687, -0.9511, 4.1425)
C (-2.8486, -1.7904, 2.9819)
C (-2.0582, -1.4811, 1.8742)
N (-1.1337, -0.5408, 1.9646)
H (3.2008, 4.4002, 0.0380)
H (2.7214, 4.7085, 1.7230)
H (0.0592, 1.9613, 3.9618)
H (-1.7903, 0.8695, 4.9446)
H (-3.3025, -1.2069, 5.0749)
H (-3.4596, -2.6606, 2.9663)
H (-2.1207, -2.0666, 0.9818)

(2)
Entry from the Open Molecules 2025 dataset: C24H22N2S4Sr as an isolated structure (the ωB97M-V functional and the def2-TZVPD basis).

Values from the calculation:
Kohn-Sham gap = 4.27 eV
Energy relative to the best compared isomer or geometry (same formula, charge and spin) = 10.28 kcal/mol
Total charge = 0
LUMO level = -1.597 eV
E = -72403.9117 eV

CARTESIAN COORDINATES (ANGSTROEM)
Sr (-2.7026, -2.3747, -0.8713)
S (0.1784, -1.4648, -1.6824)
C (0.5972, -0.1753, -0.7189)
N (1.8151, 0.0121, -0.2266)
C (2.1833, 1.3069, 0.3460)
C (1.5014, 2.3835, -0.4589)
N (0.0582, 2.1508, -0.3944)
C (-0.7784, 3.3380, -0.1918)
C (-0.5306, 3.9637, 1.1588)
C (-0.7012, 3.2126, 2.3201)
C (-0.4602, 3.7823, 3.5597)
C (-0.0513, 5.1072, 3.6518)
C (0.1159, 5.8596, 2.5003)
C (-0.1197, 5.2865, 1.2569)
C (-0.4169, 0.9095, -0.3740)
S (-1.9742, 0.5242, 0.0615)
C (2.8921, -0.9779, -0.3358)
C (3.9538, -0.5394, -1.3142)
C (5.2774, -0.4246, -0.9105)
C (6.2548, -0.0185, -1.8102)
C (5.9095, 0.2828, -3.1178)
C (4.5860, 0.1726, -3.5268)
C (3.6124, -0.2384, -2.6311)
H (3.2652, 1.4050, 0.2771)
H (1.8863, 1.3616, 1.3969)
H (1.8493, 2.3740, -1.4956)
H (1.6989, 3.3629, -0.0267)
H (-1.8161, 3.0352, -0.3068)
H (-0.5315, 4.0446, -0.9870)
H (-1.0388, 2.1850, 2.2505)
H (-0.6013, 3.1948, 4.4575)
H (0.1326, 5.5512, 4.6212)
H (0.4321, 6.8922, 2.5662)
H (0.0132, 5.8758, 0.3565)
H (2.4429, -1.9231, -0.6303)
H (3.3222, -1.0939, 0.6611)
H (5.5491, -0.6593, 0.1125)
H (7.2840, 0.0633, -1.4867)
H (6.6691, 0.5999, -3.8200)
H (4.3147, 0.3980, -4.5499)
H (2.5837, -0.3434, -2.9560)
S (-5.3940, -2.8140, -0.8673)
C (-5.5171, -4.4658, -0.2092)
C (-6.8087, -5.0084, -0.1991)
C (-7.0793, -6.2747, 0.2844)
C (-6.0381, -7.0483, 0.7799)
C (-4.7556, -6.5336, 0.7782)
C (-4.4589, -5.2525, 0.2953)
S (-2.7421, -4.7869, 0.3937)
H (-7.6120, -4.3955, -0.5881)
H (-8.0944, -6.6522, 0.2738)
H (-6.2211, -8.0439, 1.1654)
H (-3.9349, -7.1266, 1.1621)

(3)
Entry from the Open Molecules 2025 dataset: a 2-piece molecular cluster, C24H22N4O overall (the ωB97M-V functional and the def2-TZVPD basis).

Values from the calculation:
Kohn-Sham gap = 2.75 eV
Energy relative to the best compared isomer or geometry (same formula, charge and spin) = 21.22 kcal/mol
Total charge = 0
LUMO level = -2.177 eV
E = -33248.1877 eV

CARTESIAN COORDINATES (ANGSTROEM)
C (0.1865, -1.0718, -2.7729)
C (0.8956, 0.2175, -2.5970)
C (0.1202, 1.3664, -2.7764)
N (-0.5348, 2.2961, -3.0852)
C (2.3139, 0.3502, -2.7399)
C (3.1999, -0.7675, -2.8691)
C (4.5736, -0.5997, -2.9614)
C (5.1356, 0.6849, -2.9844)
C (6.5621, 0.8685, -3.0010)
N (7.7164, 1.0396, -3.0001)
C (4.2882, 1.7967, -2.9579)
C (2.9108, 1.6385, -2.8581)
H (0.8668, -1.9239, -2.7929)
H (-0.5954, -1.2390, -2.0168)
H (-0.3301, -1.0208, -3.7472)
H (2.7938, -1.7778, -2.9357)
H (5.2361, -1.4661, -3.0130)
H (4.7219, 2.7982, -3.0123)
H (2.2796, 2.5251, -2.9220)
C (-2.6471, -1.6761, 2.7204)
N (-3.6849, -1.2149, 1.8251)
C (-4.9990, -1.6016, 2.0201)
C (-5.7397, -1.0283, 1.0578)
N (-4.8847, -0.2785, 0.2677)
C (-5.3639, 0.4714, -0.8713)
C (-3.6101, -0.3984, 0.7304)
C (-2.4326, 0.2436, 0.1053)
C (-1.0461, -0.0165, 0.6203)
C (-0.4426, 0.9024, 1.4021)
C (0.7294, 0.6665, 2.2458)
C (1.1006, 1.5421, 3.3083)
C (2.2323, 1.2803, 4.0811)
C (3.0012, 0.1310, 3.8471)
C (2.6083, -0.7694, 2.8533)
C (1.4812, -0.5161, 2.0630)
O (-2.5987, 0.9814, -0.8792)
H (-1.6685, -1.3605, 2.3711)
H (-2.8192, -1.2794, 3.7299)
H (-2.6819, -2.7717, 2.7745)
H (-5.3105, -2.2590, 2.8144)
H (-6.7951, -1.0849, 0.8450)
H (-4.5300, 0.9908, -1.3427)
H (-5.8375, -0.2178, -1.5783)
H (-6.1243, 1.1859, -0.5385)
H (-0.5535, -0.9155, 0.2108)
H (-0.9314, 1.8861, 1.5179)
H (0.4603, 2.3989, 3.5322)
H (2.5189, 1.9695, 4.8740)
H (3.9069, -0.0528, 4.4318)
H (3.1753, -1.6800, 2.6809)
H (1.1461, -1.2435, 1.3229)

(4)
Entry from the Open Molecules 2025 dataset: one molecule with the formula C24H22N6O3 (the ωB97M-V functional and the def2-TZVPD basis).

Values from the calculation:
Kohn-Sham gap = 7.49 eV
Energy relative to the best compared isomer or geometry (same formula, charge and spin) = 3.74 kcal/mol
Total charge = 0
LUMO level = -1.201 eV
E = -40328.6378 eV

CARTESIAN COORDINATES (ANGSTROEM)
C (2.2693, 4.3714, 0.2853)
H (3.2467, 4.3868, 0.7585)
H (2.3870, 4.5364, -0.7820)
H (1.6589, 5.1724, 0.6930)
C (1.5855, 3.0308, 0.5320)
C (1.4066, 2.7795, 2.0312)
H (2.3738, 2.7937, 2.5253)
H (0.7773, 3.5556, 2.4598)
H (0.9393, 1.8145, 2.2169)
O (0.3286, 3.0839, -0.1377)
C (-0.2522, 1.8521, -0.4791)
C (0.3807, 1.2129, -1.7233)
H (1.3936, 0.8749, -1.5022)
H (0.4405, 1.9692, -2.5066)
C (-0.4422, 0.0364, -2.2479)
N (-0.6796, -0.9666, -1.2230)
C (-1.9004, -1.0743, -0.6472)
N (-2.8575, -0.2364, -1.0648)
C (-4.0558, -0.3140, -0.5376)
N (-4.3909, -1.2225, 0.4423)
C (-5.6473, -1.2685, 0.9598)
C (-6.6225, -0.4258, 0.5375)
C (-6.3227, 0.5233, -0.4637)
C (-5.0671, 0.5743, -0.9859)
H (-4.7844, 1.2781, -1.7506)
H (-7.0895, 1.1999, -0.8068)
H (-7.6096, -0.4841, 0.9636)
H (-5.7863, -2.0240, 1.7205)
C (-3.4229, -2.1574, 0.9563)
O (-3.7557, -2.9354, 1.8228)
C (-2.1302, -2.0407, 0.3499)
C (-1.0734, -2.8844, 0.7565)
C (0.1528, -2.7653, 0.1740)
C (1.2387, -3.5615, 0.5930)
N (2.1193, -4.1924, 0.9690)
C (0.3869, -1.7791, -0.8701)
N (1.4890, -1.6003, -1.4795)
C (2.7211, -2.1616, -1.4124)
O (3.1110, -2.9973, -2.1974)
C (3.6343, -1.5250, -0.4037)
C (4.9871, -1.8464, -0.4394)
C (5.8270, -1.2729, 0.5010)
N (5.4081, -0.4349, 1.4341)
C (4.1209, -0.1398, 1.4741)
C (3.1904, -0.6526, 0.5848)
H (2.1483, -0.3809, 0.6688)
H (3.8219, 0.5427, 2.2592)
H (6.8867, -1.4909, 0.5121)
H (5.3481, -2.5310, -1.1906)
H (-1.2619, -3.6092, 1.5347)
H (-1.4187, 0.3773, -2.5902)
H (0.1029, -0.4485, -3.0612)
H (-1.3034, 2.0777, -0.6840)
H (-0.2125, 1.1510, 0.3679)
H (2.2045, 2.2291, 0.1031)